# 1
Computed, not measured: C36H50F3N4OP2STb as an isolated structure, with ωB97M-V/def2-TZVPD.

Positions of all 98 atoms, in Å:
Tb (0.367, 1.144, 0.638)
C (-4.948, 1.106, 0.278)
C (-4.485, -0.078, -0.647)
C (-5.768, -0.363, -1.477)
P (-2.762, 0.078, -1.423)
C (-3.191, -0.619, -3.133)
C (-2.283, -0.225, -4.293)
C (-3.240, -2.137, -2.976)
C (-2.564, 1.802, -1.864)
C (-3.643, 2.633, -2.190)
C (-3.439, 3.992, -2.374)
C (-2.176, 4.545, -2.272)
C (-1.068, 3.707, -2.112)
C (-1.230, 2.324, -1.903)
N (-0.160, 1.434, -1.702)
C (0.893, 1.300, -2.568)
C (1.137, 2.139, -3.702)
C (2.357, 2.124, -4.357)
C (3.434, 1.436, -3.782)
C (3.245, 0.537, -2.733)
C (1.929, 0.326, -2.245)
P (1.650, -1.083, -1.173)
C (3.360, -1.636, -0.614)
C (3.273, -2.274, 0.790)
C (4.190, -2.598, -1.475)
C (0.784, -2.433, -2.186)
C (0.720, -3.817, -1.516)
C (1.543, -2.647, -3.554)
H (-5.654, 0.795, 1.023)
H (-5.458, 1.883, -0.316)
H (-4.103, 1.582, 0.762)
H (-4.368, -0.939, 0.014)
H (-6.091, 0.534, -1.999)
H (-6.533, -0.659, -0.768)
H (-5.597, -1.129, -2.220)
H (-4.202, -0.225, -3.394)
H (-1.234, -0.545, -4.180)
H (-2.248, 0.846, -4.482)
H (-2.735, -0.673, -5.179)
H (-2.342, -2.538, -2.520)
H (-3.495, -2.649, -3.919)
H (-4.072, -2.399, -2.280)
H (-4.670, 2.209, -2.254)
H (-4.300, 4.572, -2.649)
H (-2.021, 5.619, -2.441)
H (-0.051, 4.061, -2.043)
H (0.357, 2.785, -4.114)
H (2.465, 2.624, -5.332)
H (4.433, 1.448, -4.193)
H (4.098, -0.066, -2.402)
H (3.884, -0.671, -0.489)
H (2.568, -3.107, 0.838)
H (2.950, -1.544, 1.587)
H (4.223, -2.710, 1.091)
H (3.801, -3.613, -1.318)
H (5.239, -2.570, -1.112)
H (4.105, -2.433, -2.558)
H (-0.259, -2.063, -2.319)
H (1.675, -4.364, -1.503)
H (-0.001, -4.466, -2.074)
H (0.355, -3.775, -0.491)
H (2.373, -3.297, -3.395)
H (1.826, -1.705, -4.090)
H (0.906, -3.220, -4.193)
F (-4.714, 0.723, 3.399)
C (-3.658, 0.243, 4.159)
F (-4.211, -0.504, 5.222)
F (-3.085, 1.350, 4.742)
C (-2.666, -0.563, 3.368)
C (-2.467, -1.918, 3.641)
C (-1.419, -2.623, 3.013)
C (-0.576, -1.915, 2.142)
N (-0.778, -0.631, 1.846)
C (-1.761, 0.124, 2.468)
S (-1.832, 1.810, 2.146)
H (-3.083, -2.391, 4.394)
H (-1.302, -3.686, 3.149)
H (0.282, -2.396, 1.671)
N (2.312, 0.868, 1.975)
C (3.003, 0.753, 2.932)
N (3.515, 0.666, 4.151)
C (2.778, 0.014, 5.267)
C (3.293, 0.532, 6.582)
O (4.707, 0.266, 6.699)
C (5.430, 0.955, 5.739)
C (4.978, 0.658, 4.320)
H (2.979, -1.082, 5.225)
H (1.660, 0.161, 5.206)
H (2.793, -0.051, 7.396)
H (3.140, 1.620, 6.757)
H (6.494, 0.616, 5.820)
H (5.448, 2.019, 5.940)
H (5.326, -0.340, 4.042)
H (5.402, 1.414, 3.670)
C (1.018, 3.545, 0.990)
H (2.089, 3.696, 0.884)
H (0.695, 3.433, 2.039)
H (0.465, 4.316, 0.482)

The HOMO energy (alpha / beta) comes out at -6.50 / -6.51 eV. For the max |F|, the calculation gives 0.076 hartree/bohr. The value obtained for the HOMO-LUMO gap (alpha / beta) is 6.5 / 6.5 eV. The total charge is 0. The spin multiplicity is 7.

=====

# 2
Computed, not measured: C36H51B2N12O7P2RbS3 as an isolated structure, with ωB97M-V/def2-TZVPD.

Positions of all 114 atoms, in Å:
Rb (-0.444, -1.443, 1.167)
C (-4.980, 0.978, -0.392)
C (-3.915, 1.163, -1.414)
C (-4.057, 0.742, -2.694)
C (-3.029, 0.963, -3.648)
N (-1.953, 1.609, -3.328)
N (-1.785, 2.019, -2.060)
B (-0.541, 2.878, -1.848)
N (0.571, 2.581, -2.915)
N (0.698, 2.853, -4.192)
C (1.830, 2.478, -4.747)
C (2.830, 1.814, -4.004)
C (2.676, 1.541, -2.671)
C (3.689, 0.850, -1.832)
C (1.462, 1.987, -2.128)
S (0.703, 2.049, -0.570)
C (1.976, 2.840, -6.223)
C (0.802, 2.239, -7.003)
C (3.284, 2.317, -6.815)
C (1.940, 4.369, -6.346)
N (-0.946, 4.369, -1.745)
N (-2.260, 4.549, -1.945)
C (-2.815, 5.690, -1.711)
C (-2.057, 6.761, -1.171)
C (-0.716, 6.632, -1.036)
C (0.131, 7.733, -0.486)
C (-0.086, 5.396, -1.451)
S (1.578, 5.276, -1.580)
C (-4.315, 5.750, -1.993)
C (-5.031, 4.846, -0.984)
C (-4.572, 5.227, -3.411)
C (-4.855, 7.176, -1.879)
C (-2.676, 1.812, -1.036)
S (-2.362, 2.310, 0.522)
C (-3.117, 0.542, -5.116)
C (-1.840, -0.216, -5.497)
C (-4.324, -0.356, -5.378)
C (-3.231, 1.811, -5.970)
H (-5.899, 0.617, -0.856)
H (-5.163, 1.910, 0.144)
H (-4.628, 0.240, 0.332)
H (-4.968, 0.235, -2.983)
H (3.742, 1.500, -4.493)
H (4.529, 0.504, -2.432)
H (3.226, 0.000, -1.326)
H (4.054, 1.517, -1.048)
H (0.806, 1.149, -6.939)
H (0.868, 2.523, -8.057)
H (-0.146, 2.596, -6.601)
H (3.353, 1.230, -6.740)
H (4.156, 2.755, -6.324)
H (3.330, 2.585, -7.872)
H (1.007, 4.759, -5.940)
H (2.023, 4.664, -7.395)
H (2.764, 4.823, -5.791)
H (-2.542, 7.682, -0.874)
H (-0.478, 8.610, -0.265)
H (0.922, 7.994, -1.189)
H (0.629, 7.398, 0.425)
H (-4.695, 3.815, -1.091)
H (-6.112, 4.885, -1.146)
H (-4.820, 5.150, 0.043)
H (-4.175, 4.218, -3.520)
H (-4.095, 5.866, -4.159)
H (-5.647, 5.205, -3.609)
H (-4.781, 7.556, -0.858)
H (-5.911, 7.182, -2.155)
H (-4.328, 7.863, -2.545)
H (-1.745, -1.138, -4.920)
H (-0.964, 0.400, -5.297)
H (-1.858, -0.470, -6.561)
H (-4.289, -1.260, -4.768)
H (-4.330, -0.656, -6.429)
H (-5.265, 0.160, -5.175)
H (-2.379, 2.466, -5.781)
H (-4.143, 2.362, -5.724)
H (-3.258, 1.556, -7.034)
C (1.353, -1.532, -4.045)
C (0.524, -1.147, -2.975)
N (0.944, -1.665, -1.830)
N (2.028, -2.407, -2.128)
C (2.303, -2.333, -3.448)
B (2.882, -3.158, -1.072)
N (3.538, -2.160, -0.080)
C (4.857, -1.927, 0.070)
C (5.016, -0.936, 1.015)
C (3.699, -0.617, 1.389)
N (2.820, -1.353, 0.724)
N (2.054, -4.212, -0.323)
C (2.300, -5.534, -0.209)
C (1.308, -6.088, 0.572)
C (0.479, -4.995, 0.892)
N (0.945, -3.879, 0.355)
H (1.259, -1.279, -5.089)
H (-0.354, -0.518, -2.989)
H (3.139, -2.875, -3.861)
H (3.774, -3.722, -1.667)
H (5.579, -2.490, -0.501)
H (5.938, -0.515, 1.382)
H (3.348, 0.109, 2.107)
H (3.157, -5.974, -0.691)
H (1.197, -7.120, 0.860)
H (-0.426, -4.957, 1.481)
O (-2.322, -1.766, 4.907)
P (-2.201, -0.351, 4.121)
O (-2.706, 0.730, 4.996)
O (-0.874, -0.264, 3.434)
O (-3.332, -0.600, 2.919)
P (-3.495, -1.873, 1.956)
O (-5.094, -2.163, 2.123)
O (-2.699, -3.017, 2.525)
O (-3.272, -1.496, 0.531)
H (-2.312, -2.467, 4.218)
H (-5.282, -2.256, 3.063)

The HOMO energy comes out at -3.16 eV. For the max |F|, the calculation gives 0.015 hartree/bohr. The value obtained for the HOMO-LUMO gap is 6.6 eV. The total charge is -2.

=====

In eV, the energy relative to the best compared isomer or geometry (same formula, charge and spin) values for the records above are, in order, 0.000 0.000.
In hartree, the electronic energy values for the records above are, in order, -3900.96960 -4537.84400.